Computed, not measured: the molecule C2H2Cl2O2S, with ωB97M-V/def2-TZVPD.

Structure (XYZ):
```
9
Properties=species:S:1:pos:R:3:forces:R:3
C -1.606 0.321 0.144 2.4019 2.2718 -0.8218
C -0.240 0.554 -0.072 -3.4537 -1.0059 0.0230
O 2.072 0.017 1.047 2.1974 1.9751 1.9816
O 0.649 -1.949 0.565 0.4278 3.1224 -0.6345
S 1.130 -0.590 0.244 -3.0555 -5.3646 -1.5437
Cl 0.376 1.938 -0.828 -0.0452 0.7524 -0.1088
Cl 2.048 -0.835 -1.626 -0.6326 0.3650 0.6146
H -2.435 1.099 -0.062 1.9668 -1.0468 0.1259
H -1.995 -0.555 0.587 0.1930 -1.0694 0.3636
```
Forces are in eV/Å.

Calculated values
- Relative energy (zero: lowest compared OMol25 entry of this formula, charge and spin): 40.29 kcal per mole
- HOMO energy: -10.7186 eV
- Electronic energy: -42079.40589 eV
- Charge: 0